{
  "formula": "C6H9CoO3",
  "method": "wB97M-V/def2-TZVPD",
  "elements": ["O", "C", "H", "C", "Co", "H", "H", "O", "C", "H", "C", "H", "H", "H", "C", "H", "O", "C", "H"],
  "coordinates": [[-0.952, 0.194, 1.267], [0.010, 2.364, -1.738], [-0.435, 1.811, -2.571], [-0.303, -2.522, -0.184], [1.009, 0.999, 2.150], [0.661, 3.146, -2.145], [-2.363, -1.100, 1.881], [-0.058, -0.975, -1.957], [-2.342, -0.054, 1.567], [-0.738, 2.761, -1.047], [-0.438, 0.114, 0.049], [-2.624, 0.636, 2.366], [-0.672, -3.227, -0.937], [-2.971, 0.048, 0.678], [-0.314, -1.139, -0.749], [0.726, -2.815, 0.066], [0.800, 1.487, -0.946], [0.982, 0.639, 0.151], [-0.954, -2.635, 0.692]],
  "fmax_ev_per_a": 6.71,
  "total_charge": 2,
  "total_energy_ev": -50109.477,
  "homo_energy_ev": [-18.1, -17.8],
  "multiplicity": 5,
  "s2": 6.05
}